No. 1
27
Properties=species:S:1:pos:R:3:forces:R:3:lowdin_spin:R:1 method="wB97M-V/def2-TZVPD" lumo_energy_ha="0.0268 / -0.0661" orbital_gap_ev="5.81 / 7.21" spin_multiplicity=3 homo_ev="-5.077 / -9.011" s_squared=2.00
C 2.09721 -3.37088 1.56823 0.0 1.2 2.2 0.0986
C 0.63900 -1.38872 3.05790 -4.7 0.9 -0.3 0.1237
C -0.81062 2.19617 0.48540 -0.4 2.6 -2.4 0.0038
C 0.80405 1.20050 -2.26510 -3.9 -1.4 -1.6 0.0065
C 0.12855 -1.77490 -0.26729 -1.9 -0.8 -3.5 0.8894
N -2.04607 0.54013 -1.50036 -0.7 1.4 0.3 0.0033
N -1.41720 3.17704 -2.01528 -1.4 -0.1 1.0 0.0003
Si 0.88487 -1.93322 1.24621 4.8 0.1 5.9 0.6955
Si -0.77507 1.71922 -1.36731 -1.7 0.5 0.6 0.0037
H 2.30178 -3.84738 0.69977 0.8 -1.6 -3.0 0.0000
H 3.10204 -3.15333 2.03273 -1.2 0.3 -0.4 0.0107
H 1.66465 -4.13894 2.21087 -0.3 0.0 0.2 0.0177
H -0.16437 -0.57046 3.28116 1.3 -1.1 -0.8 0.0002
H 0.24191 -2.18194 3.69275 0.4 -0.4 0.1 0.0218
H 1.50353 -0.97430 3.46100 1.8 0.3 0.4 0.0109
H -0.46431 3.28689 0.54237 0.0 -1.7 0.4 0.0000
H -1.85401 2.21122 0.78810 -0.3 0.0 -0.2 0.0002
H -0.36764 1.49456 1.08279 1.6 -1.4 1.9 0.0048
H 0.57573 1.30288 -3.37386 0.4 0.0 1.3 0.0003
H 1.48097 1.88932 -1.93099 2.6 1.1 0.7 0.0007
H 0.88030 0.12574 -2.06183 0.9 0.4 0.1 0.0042
H 0.33541 -2.54554 -1.04301 -0.8 0.9 0.3 0.0447
H -0.20757 -0.76473 -0.42227 -0.2 -0.2 -1.0 0.0571
H -3.03897 0.76474 -1.44635 0.6 0.4 0.1 0.0000
H -2.01454 -0.38162 -1.76899 0.6 -2.3 -0.8 0.0019
H -2.39745 3.45023 -1.91598 0.6 -0.4 0.3 0.0000
H -1.08218 3.66734 -2.77068 1.2 1.0 -2.0 0.0000

---

No. 2
26
Properties=species:S:1:pos:R:3:forces:R:3:mulliken_charge:R:1 method="wB97M-V/def2-TZVPD" e_above_lowest_ev=8.322 lumo_energy_ha=-0.3160 orbital_gap_ev=5.77 charge=+1 homo_ev=-14.365
C -0.93997 -1.41999 -1.10183 -0.1 0.7 -0.5 -1.0640
C 0.21828 -1.69331 -0.14933 0.7 -0.3 -2.6 -0.6243
C 0.86613 -0.47502 0.40627 -3.2 -1.8 4.9 0.3908
C 0.04044 0.37599 1.28808 3.9 -2.4 1.5 -0.4499
C -0.65466 -0.38481 2.40717 -1.8 -0.9 0.2 -1.5374
N -1.10392 2.36024 0.44245 0.8 1.0 -0.5 -0.5371
H -1.26914 -2.24345 -1.71932 -0.2 -0.8 0.7 0.4217
H -0.59140 -0.77702 -1.89386 0.2 0.5 0.0 0.2506
H -0.10632 -2.46502 0.55264 0.3 0.3 0.7 0.4225
H 0.97542 -2.10167 -0.82335 0.0 -0.5 0.5 0.3278
H 1.81689 -0.70085 0.92629 0.8 1.0 -1.2 0.5331
H 1.17152 0.27085 -0.49258 0.6 2.9 -2.8 0.1775
H 0.68201 1.13717 1.77447 -0.2 -0.2 -0.4 0.4660
H -0.68082 0.96908 0.67632 -1.9 -0.1 0.4 0.3697
H 0.00607 -1.07836 2.91406 0.6 0.2 0.0 0.3875
H -1.48546 -1.03155 2.12046 0.0 0.1 -0.6 0.3464
H -1.10717 0.25248 3.15901 0.2 0.5 0.0 0.4368
H -0.61660 1.95516 -0.36023 -0.1 1.2 -0.6 0.3785
H -0.41456 2.79392 1.05358 -0.1 0.1 -0.2 0.2840
H -1.75146 -0.92211 -0.60516 -0.7 0.0 0.2 0.2901
H 1.15187 2.02293 -1.61396 0.7 -0.8 0.6 0.2394
H -1.78722 3.05272 0.19600 -1.0 0.0 0.0 0.2735
O 0.64054 1.26717 -1.23866 -0.2 0.2 0.9 -0.7459
H 1.27029 0.24271 -2.25612 0.1 -0.3 -1.2 0.3274
H 1.97898 -0.79050 -3.27641 0.0 0.2 -0.4 0.2876
O 1.69026 -0.61677 -2.38598 0.6 -0.9 0.3 -0.6523

---

No. 3
27
Properties=species:S:1:pos:R:3:forces:R:3:mulliken_charge:R:1 method="wB97M-V/def2-TZVPD" e_above_lowest_ev=0.911 lumo_energy_ha=-0.1115 orbital_gap_ev=9.74 charge=+1 homo_ev=-12.777
C 1.20394 0.80258 1.12204 -0.4 -0.6 0.9 -0.5009
C 1.97970 0.86083 -0.16466 0.6 0.4 -0.6 -1.1028
C 1.09659 0.83046 -1.40072 0.4 -0.6 0.7 1.1511
C 0.13409 1.71304 -1.55711 -0.7 0.2 -1.1 -1.2514
C 1.31257 -0.30918 -2.37340 -0.4 0.0 -0.1 -1.4005
N 1.01619 -0.65336 1.57923 0.6 1.0 -1.0 -0.1986
H 1.67119 1.27206 1.96827 0.6 0.3 0.2 0.4105
H 0.20604 1.23126 1.09531 0.0 0.0 -0.5 0.3130
H 2.78035 0.10900 -0.21695 -0.4 -0.2 0.2 0.4179
H 2.58619 1.76364 -0.18845 -0.2 0.4 0.2 0.4183
H -0.13525 2.60821 -1.00889 0.4 -0.3 0.5 0.3501
H -0.49092 1.55843 -2.42597 -0.2 0.2 -0.2 0.3777
H 1.52916 0.06437 -3.37526 0.4 -0.1 0.1 0.3861
H 2.07240 -1.00247 -2.02165 0.3 0.1 -0.2 0.3813
H 0.42008 -0.92358 -2.50798 -0.2 0.1 0.2 0.2844
H 1.94955 -1.01716 1.76266 -0.2 -0.2 0.5 0.3753
H 0.39265 -0.67610 2.38290 -0.1 -0.3 0.1 0.3114
H 0.64424 -1.19922 0.80067 -0.6 -0.3 0.1 0.2588
H -2.61936 -0.64623 -0.44564 -0.2 0.2 0.0 0.2922
H -1.90345 -0.27179 -1.68210 0.1 0.4 0.0 0.3230
O -2.29246 0.14201 -0.89997 -0.1 -0.6 0.2 -0.5785
H -1.75141 -3.00460 0.30944 0.6 -0.2 -0.2 0.3123
H -1.63069 -1.95702 1.33871 0.3 0.4 0.3 0.3072
O -1.08901 -2.38955 0.66164 -0.9 -0.1 0.1 -0.6504
H -2.02346 0.41714 1.31329 -0.2 0.1 0.2 0.3383
H -2.69864 0.30230 2.71796 0.0 0.1 -0.1 0.2766
O -1.94050 0.01948 2.19588 0.4 -0.2 -0.3 -0.6028

---

No. 4
26
Properties=species:S:1:pos:R:3:forces:R:3:mulliken_charge:R:1 method="wB97M-V/def2-TZVPD" e_above_lowest_ev=0.329 lumo_energy_ha=0.0092 orbital_gap_ev=11.11 homo_ev=-10.859
C 0.22591 -0.71584 2.08798 1.4 1.4 0.4 -1.2410
C -1.02147 -0.95599 1.27888 -0.4 -0.1 -0.7 -0.0192
C -0.81676 -1.90962 0.09633 0.2 -0.5 0.3 -0.7480
C -0.19722 -1.20543 -1.10304 0.5 -0.9 -0.9 -0.1148
C -1.18185 -0.60752 -2.10177 0.1 0.4 0.4 -1.1974
H 0.37252 -1.20532 3.05023 -0.4 -0.5 -0.2 0.3383
H 0.37068 0.34712 2.33707 -0.6 -0.1 0.2 0.3082
H 1.15396 -0.85986 1.52714 -0.1 -0.6 -0.3 0.3073
H -1.30819 -0.01225 0.79801 -0.2 0.0 0.4 0.0064
H -1.86432 -1.29257 1.88189 0.1 0.1 0.2 0.3609
H -0.17978 -2.76189 0.37030 0.0 0.2 0.2 0.3706
H -1.75888 -2.40174 -0.17788 0.0 0.4 -0.2 0.3666
H 0.57390 -0.48086 -0.83986 -0.2 0.4 0.5 -0.0374
H 0.41535 -1.93667 -1.64912 -0.2 -0.1 -0.1 0.3717
H -0.62076 -0.12691 -2.90565 -0.2 -0.1 -0.1 0.3486
H -1.83387 -1.38689 -2.50638 0.0 0.2 0.0 0.3620
H -1.78719 0.17762 -1.63297 -0.1 -0.2 -0.1 0.2417
O 3.60798 0.44678 0.32047 0.0 0.4 0.0 -0.6412
H 4.12210 1.23539 0.07787 -0.2 -0.5 0.0 0.3093
H 3.24228 0.10296 -0.50214 0.1 0.0 0.0 0.3347
O 0.76467 2.32023 0.42685 0.0 -0.2 -0.1 -0.6046
H 1.45598 2.94090 0.17802 0.0 0.0 0.0 0.2672
H 1.23197 1.50373 0.64955 0.0 0.1 0.0 0.3135
O -1.87077 3.00776 -0.86179 -0.2 0.0 -0.3 -0.6403
H -1.03743 2.52035 -0.84722 0.0 0.2 0.4 0.3253
H -2.05879 3.25652 0.04722 0.2 -0.1 0.0 0.3116

---

No. 5
26
Properties=species:S:1:pos:R:3:forces:R:3:mulliken_charge:R:1 method="wB97M-V/def2-TZVPD" e_above_lowest_ev=1.127 lumo_energy_ha=0.0189 orbital_gap_ev=10.99 homo_ev=-10.472
C 0.76656 0.56091 2.20994 -1.9 0.1 2.0 -1.2727
C -0.07343 1.09143 1.07305 2.1 -1.3 -3.7 -0.2378
C -1.19058 0.16037 0.44902 -1.6 1.3 3.6 0.6759
C -1.26809 0.32488 -1.02795 -1.5 -1.3 -1.2 -1.0945
C -2.53080 0.55953 1.15481 0.5 1.0 0.1 -1.6279
H 1.75366 0.98783 2.14714 0.5 -0.3 0.2 0.3801
H 0.32994 0.81982 3.21598 0.4 0.2 -0.8 0.3298
H 0.69457 -0.52828 2.26035 0.7 0.0 -0.4 0.3028
H -0.31968 2.16000 1.14561 -0.4 -0.4 0.1 0.4290
H 0.70346 1.05372 0.18884 -1.2 0.5 1.3 0.0552
H -1.08058 -0.88562 0.84913 0.5 0.6 -1.0 0.0937
H -0.47290 -0.34669 -1.38782 0.2 1.1 -0.8 0.1931
H -1.31545 1.40637 -1.31852 0.7 -1.1 0.0 0.3280
H -2.20446 -0.15339 -1.49343 1.0 0.7 0.9 0.3251
H -2.75961 1.65763 1.01883 0.1 -1.1 0.0 0.3278
H -2.45192 0.39202 2.23866 0.0 0.1 -0.2 0.3718
H -3.35683 -0.04053 0.80186 -0.3 -0.1 -0.2 0.4249
O 1.08786 1.36472 -2.88757 -0.7 -0.4 -0.4 -0.6283
H 1.73398 0.80418 -3.32319 0.5 -0.1 0.1 0.3059
H 0.26689 0.90765 -3.14789 0.3 0.5 0.4 0.3407
O 1.94594 -2.77883 0.08723 0.8 0.0 -0.1 -0.6870
H 1.28029 -2.12977 -0.14641 -0.6 -0.4 0.4 0.3528
H 1.62766 -3.42598 0.71126 -0.5 0.0 0.2 0.2990
O 2.25876 -1.22634 -1.98109 -0.2 0.5 -0.6 -0.6558
H 2.52253 -2.06624 -1.61016 0.3 -0.4 0.1 0.3595
H 2.05221 -0.66939 -1.22767 0.2 0.3 0.0 0.3089

---

No. 6
26
Properties=species:S:1:pos:R:3:forces:R:3:lowdin_spin:R:1 method="wB97M-V/def2-TZVPD" e_above_lowest_ev=0.732 lumo_energy_ha="-0.1015 / -0.3607" orbital_gap_ev="10.97 / 3.92" spin_multiplicity=2 charge=+1 homo_ev="-13.733 / -13.733" s_squared=0.75
C -0.93584 0.12081 0.59289 -0.1 0.4 0.0 0.1536
C -0.52837 -1.19464 1.07234 -0.3 0.7 -0.3 0.2222
C 0.78426 -1.80106 0.43172 1.1 -0.6 -0.8 0.1815
C 0.35156 -2.21391 -0.98316 -0.5 0.5 -0.7 0.1101
C 0.03169 1.25673 0.70822 0.1 0.3 -0.2 0.0319
H -1.36835 0.13093 -0.43671 -0.2 -0.4 0.0 0.0707
H -1.91297 0.41802 1.05271 -0.1 -0.3 0.0 0.0658
H -1.29993 -1.93260 1.05560 -0.5 -0.4 0.0 0.0004
H -0.13050 -1.05859 2.11054 0.4 -0.2 0.0 0.0920
H 1.16757 -2.70365 0.89797 -0.3 0.1 0.6 -0.0011
H 1.61326 -1.09258 0.40074 -0.3 0.2 0.2 0.0024
H 1.07115 -2.95851 -1.31874 0.2 -0.1 0.0 0.0255
H -0.63803 -2.65857 -1.06975 0.0 -0.3 0.3 0.0071
H 0.32374 -1.36833 -1.68529 0.2 0.0 0.4 0.0113
H 0.12935 1.77848 -0.24230 -0.1 0.1 0.0 0.0111
H -0.35358 1.99345 1.41580 0.3 0.1 0.1 0.0142
H 1.02939 0.93246 0.96013 0.3 0.0 0.4 0.0007
H -0.73635 3.46892 -3.23448 -0.3 0.1 0.0 0.0000
H -0.22498 2.69890 -2.05897 0.0 0.1 0.0 0.0001
O -1.02369 3.12972 -2.37759 0.3 -0.2 -0.1 0.0005
H -5.21941 2.80856 -1.48275 -0.1 -0.1 -0.1 0.0000
H -5.67712 1.33608 -1.64892 0.0 0.3 0.0 0.0000
O -5.19219 1.93949 -1.07303 0.1 -0.3 0.1 0.0000
H 5.58281 -1.21749 2.68102 0.3 0.1 0.0 0.0000
H 6.93418 -1.19221 1.96155 0.0 0.1 0.1 0.0000
O 6.22236 -0.62043 2.27044 -0.2 -0.2 0.0 0.0000

---

No. 7
37
Properties=species:S:1:pos:R:3:forces:R:3:mulliken_charge:R:1 method="wB97M-V/def2-TZVPD" e_above_lowest_ev=0.339 lumo_energy_ha=0.0752 orbital_gap_ev=6.65 charge=-1 homo_ev=-4.608
C 4.39074 -1.09509 1.43369 -1.0 0.3 0.1 -0.9313
C 3.16445 -0.26567 1.96328 1.8 0.6 -1.1 -0.3748
N 2.66942 0.56642 0.84266 -1.1 -0.5 1.1 -0.4835
Al 0.78114 0.86285 0.85787 1.2 1.0 -1.3 0.1527
P -0.45613 -0.90183 1.80330 -0.6 0.0 -0.4 -0.0489
S -2.08377 -1.14205 0.67618 -0.5 -0.1 -0.2 -0.5182
H 4.62043 -1.95272 2.07459 0.1 0.1 -0.2 0.2545
H 5.25766 -0.42804 1.33767 -0.1 -0.2 0.1 0.2587
H 4.10887 -1.39096 0.41251 0.2 -0.3 0.3 0.2611
H 2.39532 -0.91876 2.39162 0.2 0.1 0.0 0.2728
H 3.59630 0.41458 2.72235 -0.6 -0.5 0.3 0.2265
H 3.16713 1.44284 0.92889 -0.1 0.2 -0.3 0.2614
H 0.38561 2.21479 1.61072 -0.2 0.1 0.5 -0.2174
H 0.28884 0.99062 -0.66816 -0.1 -0.2 0.0 -0.1820
H -0.92564 -0.51737 3.09621 0.6 -0.7 0.0 0.0477
H 0.19817 -2.16624 1.83491 -0.1 0.3 0.8 0.0472
C 6.61402 -3.65303 -0.31950 0.0 0.3 -0.2 -0.6876
N 6.55563 -4.27043 1.02842 0.0 0.2 -0.2 0.8869
O 6.48948 -3.52758 1.97535 0.1 0.1 0.4 -0.5001
O 6.57373 -5.47981 1.08157 0.0 -0.4 0.0 -0.5574
H 6.58522 -2.57471 -0.20637 -0.1 0.0 0.1 0.2903
H 7.54198 -3.97362 -0.78497 -0.1 -0.1 0.0 0.2901
H 5.75244 -4.00759 -0.87780 0.1 -0.1 0.0 0.2822
C -5.25285 -0.14426 -0.77937 0.2 -0.2 0.1 -0.7442
N -6.02301 0.34567 -1.95135 0.2 -0.3 0.2 0.8976
O -5.86135 -0.21151 -3.00948 0.0 -0.1 -0.4 -0.5285
O -6.77291 1.28393 -1.77016 -0.3 0.1 0.1 -0.5748
H -4.63173 -0.97550 -1.09170 0.0 0.1 0.0 0.3114
H -4.64035 0.67783 -0.41904 0.0 0.0 0.1 0.3120
H -5.97019 -0.45655 -0.02573 0.0 0.1 0.0 0.2777
C -5.30982 3.84193 -2.28485 0.2 -0.1 0.2 -0.7289
N -5.74428 5.26108 -2.33683 0.2 -0.2 0.0 0.8776
O -5.16695 6.05628 -1.63192 0.1 0.3 0.2 -0.5362
O -6.65530 5.52937 -3.08620 -0.3 0.1 -0.3 -0.5413
H -4.49190 3.75571 -1.57722 0.0 0.1 0.0 0.3263
H -6.16157 3.24771 -1.96680 0.1 0.1 -0.2 0.3236
H -4.98883 3.56172 -3.28431 -0.1 0.0 0.0 0.2969

---

No. 8
40
Properties=species:S:1:pos:R:3:forces:R:3:mulliken_charge:R:1 method="wB97M-V/def2-TZVPD" lumo_energy_ha=0.0912 orbital_gap_ev=8.60 charge=-1 homo_ev=-6.116
O -1.05836 0.64973 -0.17317 -0.6 1.1 -0.8 -0.2057
H -0.43797 0.24263 -0.78226 1.0 -0.8 -1.0 0.4585
H -1.63205 0.03954 0.29605 -1.1 -1.3 0.7 0.5317
H -0.64105 1.29534 0.40184 0.8 1.2 0.8 0.2981
Cl -2.26337 4.58576 0.16166 2.3 0.6 -3.6 1.7424
O -1.44086 4.81361 -1.02312 -0.4 0.4 0.0 -0.7389
O -1.62540 5.12883 1.25601 2.2 1.8 3.7 -0.6729
O -3.51898 5.15773 0.03133 -3.3 1.4 -0.7 -0.6806
O -2.36571 3.20914 0.31114 -0.6 -4.3 0.7 -0.6495
As 0.75395 -2.92537 1.35344 -1.6 -1.2 -1.4 1.9232
F 0.08621 -2.11325 2.82224 1.3 -0.8 -1.3 -0.4832
F 2.28109 -1.93376 1.22349 -2.0 -1.3 0.6 -0.4964
F 1.18275 -3.73258 -0.24886 -0.1 1.1 2.1 -0.5105
F -0.78439 -3.94524 1.26506 1.6 1.2 0.3 -0.5262
F -0.15831 -1.68677 0.41105 1.0 -0.7 0.6 -0.4190
F 1.45686 -4.24128 2.32107 -0.2 1.6 -0.9 -0.4618
C 2.61966 0.68264 -1.25301 -1.8 0.4 -1.2 -0.9243
C 1.91992 0.17018 -2.53904 -0.3 0.1 0.4 0.4992
C 2.58250 -1.09205 -2.99330 0.0 -1.6 -0.7 -1.3098
O 0.52349 -0.15128 -2.23811 0.6 0.4 0.4 -0.5164
H 2.38051 -0.07197 -0.50370 1.1 -0.2 0.2 0.0854
H 2.13975 1.58208 -0.86728 0.0 0.2 -0.3 0.2048
H 3.63181 0.94849 -1.55796 0.2 -0.5 0.7 0.4345
H 1.87956 0.89056 -3.35606 0.3 0.3 0.1 0.2427
H 3.56349 -1.05491 -3.46699 0.3 0.7 0.5 0.3787
H 2.02707 -1.60241 -3.78015 -0.6 0.2 -0.2 0.3828
H 2.58070 -1.84282 -2.20309 0.3 0.2 0.3 0.2646
H 0.10886 -0.43465 -3.05627 -0.1 -0.1 0.0 0.2193
C 0.83849 1.06970 2.57146 -1.2 -1.2 1.9 -0.4738
O 0.69751 1.84391 1.43589 0.2 0.6 -1.0 -0.4660
H 0.08186 0.28514 2.56172 0.4 -0.5 -0.7 0.0406
H 1.81855 0.63118 2.75932 0.1 0.1 -0.3 0.2971
H 0.45332 1.55031 3.47077 0.6 0.8 0.2 0.3660
H 1.17591 2.66814 1.55152 -0.2 0.2 -0.2 0.2716
C -3.47087 -2.08409 0.50782 0.1 -1.2 -0.7 -0.6429
O -3.01925 -0.76909 0.75394 0.2 0.1 0.6 -0.5164
H -3.92457 -2.61924 1.34200 -0.3 0.7 0.3 0.3067
H -4.13724 -2.06652 -0.35459 -0.2 -0.1 0.1 0.2983
H -2.64996 -2.76333 0.27793 0.4 0.6 -0.2 0.1771
H -3.65549 -0.31392 1.31038 0.0 0.2 -0.1 0.2707

---

No. 9
42
Properties=species:S:1:pos:R:3:forces:R:3:lowdin_spin:R:1 method="wB97M-V/def2-TZVPD" e_above_lowest_ev=0.343 lumo_energy_ha="0.0030 / -0.0048" orbital_gap_ev="7.96 / 7.48" spin_multiplicity=2 homo_ev="-7.878 / -7.612" s_squared=0.76
Cu -15.26751 15.83447 22.33964 1.8 0.4 -0.2 0.6443
N -15.31191 14.92680 18.78417 -0.4 0.4 -1.2 0.0000
O -15.07934 14.88348 20.00556 0.0 -0.1 0.2 0.0003
O -14.75578 15.79328 18.05781 -0.1 -0.7 0.5 0.0001
O -16.14478 14.14694 18.26046 0.4 0.3 0.7 0.0000
C -12.15468 16.11601 22.95827 -0.5 0.8 0.0 0.0269
O -13.27004 15.33889 22.72171 -1.9 -0.1 -0.3 0.2593
H -11.37101 15.97323 22.20503 0.2 -0.4 0.1 0.0052
H -12.32903 17.20405 22.90189 -0.4 0.1 0.0 0.0118
H -11.77073 15.97520 23.97616 0.3 -0.3 0.0 0.0025
C -17.03990 13.31113 23.70921 0.6 1.1 -0.1 0.0009
O -16.36953 14.27591 23.33829 -0.2 -0.5 0.0 0.0075
N -16.53187 12.39195 24.56900 -0.7 0.0 -0.2 -0.0001
N -18.34101 13.12635 23.35371 0.3 -0.4 0.2 0.0002
H -15.64044 12.56700 24.99407 0.1 -0.1 -0.1 0.0000
H -17.17833 11.70518 24.90734 0.5 -0.3 0.4 0.0000
H -18.82442 13.85537 22.85952 0.1 0.1 0.0 0.0000
H -18.86468 12.48769 23.92184 -0.4 0.0 -0.2 0.0000
C -18.25866 15.78646 21.24379 0.1 -0.8 -1.3 0.0022
O -17.27386 16.36621 21.68412 -0.2 0.2 0.7 0.0102
N -19.53694 15.99333 21.72234 0.9 0.7 0.8 0.0008
N -18.20308 14.89358 20.23081 -0.2 0.2 0.6 0.0009
H -19.60267 16.76461 22.36551 -0.3 -0.2 0.0 0.0000
H -20.34173 15.45622 21.47632 -0.1 0.0 -0.2 0.0001
H -19.08013 14.63847 19.82248 0.2 -0.3 -0.4 0.0000
H -17.32123 14.61192 19.80787 -0.1 -0.1 -0.1 0.0000
C -16.11449 17.11657 25.43604 -0.5 -1.2 -1.4 0.0000
O -15.64635 16.96131 24.30982 0.2 0.5 0.7 0.0011
N -16.03730 18.26345 26.12393 0.4 0.7 0.0 0.0000
N -16.87773 16.13430 26.01710 0.1 0.1 0.0 -0.0001
H -15.52543 19.00852 25.68427 -0.1 0.1 0.2 0.0000
H -16.39870 18.33897 27.05275 0.1 0.3 0.1 0.0000
H -16.77646 15.22998 25.58679 0.0 0.0 0.1 0.0000
H -17.10633 16.21109 26.99004 0.0 -0.3 0.1 0.0000
C -14.15837 18.33952 20.72129 0.1 -0.4 -2.1 0.0028
O -14.85660 17.70324 21.51131 0.3 -0.2 0.4 0.0192
N -13.52069 19.47583 21.10075 -0.6 -0.3 0.7 0.0027
N -13.98914 18.03925 19.38771 -0.3 0.3 2.3 0.0009
H -13.69056 19.72149 22.06073 0.4 0.4 -0.2 -0.0001
H -12.91979 19.95717 20.46683 0.2 0.3 0.2 0.0002
H -13.69652 18.81388 18.83061 0.1 -0.3 -0.6 0.0000
H -14.27097 17.11898 19.03490 -0.1 0.1 -0.5 0.0000

---

| no. | energy (hartree) |
| --- | --- |
| 1 | -889.66131 |
| 2 | -406.01598 |
| 3 | -481.52656 |
| 4 | -427.00432 |
| 5 | -426.97498 |
| 6 | -426.61361 |
| 7 | -1854.11847 |
| 8 | -4098.85764 |
| 9 | -2937.11945 |